8
Properties=species:S:1:pos:R:3 method="wB97M-V/def2-TZVPD" orbital_gap_ev="7.5 / 7.5" charge=0 homo_ev="-9.7 / -9.7" relative_energy_kj_mol=421.4 largest_force_ev_per_a=10.509
C 0.112 0.774 0.773
N -0.093 0.983 -0.634
N -0.104 0.020 -1.600
O -0.163 -1.180 -1.602
I -0.282 -2.779 -0.144
H -0.272 1.688 1.395
H 1.149 0.711 0.801
H -0.348 -0.218 1.011